Here is a molecular structure, C3Cl2F2 at a distorted geometry from the Open Molecules 2025 dataset. Energies are from ωB97M-V/def2-TZVPD.

Summary:
* orbital gap (alpha / beta): 8.585 / 6.336 eV
* spin multiplicity: 3
* largest force on an atom: 0.034 hartree/bohr
* <S²>: 2.0066
* E_HOMO (alpha / beta): -8.22 / -10.79 eV

Each line ends with the Mulliken charge.
Cartesian coordinates (Å):
C1 -0.372 -0.606 -0.232  -0.2790
C2 -0.644 0.651 -0.157  0.1338
C3 0.782 0.097 0.267  0.7371
F1 1.170 0.101 1.555  -0.1996
F2 1.819 0.322 -0.479  -0.1803
Cl1 -1.328 -2.672 -0.471  -0.1343
Cl2 -1.427 2.106 -0.482  -0.0776

Force components x, y, z for each atom (eV/Å):
-0.481 0.351 -0.613
0.555 0.917 0.192
-0.354 0.847 1.518
-0.268 -0.163 -0.680
0.914 0.351 -0.569
-0.713 -1.541 0.008
0.347 -0.761 0.144


Here is 2 unconnected molecules or ions with the total composition C5H4N2O2 at a distorted geometry from the Open Molecules 2025 dataset. Energies are from ωB97M-V/def2-TZVPD.

Summary:
* orbital gap (alpha / beta): 6.941 / 6.941 eV
* spin multiplicity: 1
* largest force on an atom: 0.086 hartree/bohr
* E_HOMO (alpha / beta): -10.32 / -10.31 eV

Each line ends with the Mulliken charge.
Cartesian coordinates (Å):
C1 2.673 0.490 -0.141  0.8458
C2 -1.017 -2.017 -0.461  -0.0217
C3 -0.662 0.003 0.165  0.6980
C4 0.510 -0.624 0.035  -0.0389
C5 -1.006 1.455 0.409  -1.0199
N1 -1.677 -0.943 -0.151  -0.4674
N2 2.860 -0.044 0.912  -0.4692
O1 2.540 1.114 -1.133  -0.4729
O2 0.355 -1.886 -0.258  -0.2798
H1 -1.388 -3.035 -0.681  0.3561
H2 -0.949 1.832 1.432  0.2606
H3 -0.233 1.984 -0.163  0.2942
H4 -2.005 1.670 0.034  0.3153

Force components x, y, z for each atom (eV/Å):
-1.457 2.118 -3.591
0.283 -0.206 1.193
-1.724 1.688 0.758
1.529 0.057 1.262
0.821 -0.302 -0.410
1.741 -0.081 -0.667
-1.916 -2.492 2.212
0.700 -0.015 0.070
-0.176 -1.548 -0.809
0.432 0.966 -0.012
0.083 -0.515 0.081
-0.479 0.380 0.077
0.163 -0.050 -0.164


Here is a molecular structure, C7H11NOS at a distorted geometry from the Open Molecules 2025 dataset. Energies are from ωB97M-V/def2-TZVPD.

Summary:
* orbital gap: 8.619 eV
* spin multiplicity: 1
* largest force on an atom: 0.099 hartree/bohr
* E_HOMO: -8.09 eV

Each line ends with the Mulliken charge.
Cartesian coordinates (Å):
C1 -3.496 -0.814 -0.021  -0.5203
C2 -2.244 -1.232 0.018  0.2955
C3 -1.260 0.486 0.062  -0.2557
C4 0.757 -0.383 1.159  -1.5581
C5 0.705 1.940 0.194  -1.7301
C6 0.652 -0.061 -1.330  -1.5688
C7 0.211 0.498 0.031  2.1031
N1 -2.139 1.369 0.044  -0.5230
O1 -1.623 -2.412 0.037  -0.4081
S1 -3.726 0.940 -0.002  -0.0041
H1 -4.412 -1.376 -0.060  0.3496
H2 1.842 -0.440 1.090  0.4159
H3 0.492 0.034 2.128  0.3865
H4 0.350 -1.388 1.087  0.3260
H5 1.792 1.967 0.153  0.4141
H6 0.305 2.565 -0.599  0.3910
H7 0.378 2.347 1.148  0.3966
H8 1.738 -0.059 -1.397  0.4138
H9 0.294 -1.079 -1.457  0.3464
H10 0.252 0.553 -2.135  0.3910
H11 -2.266 -3.136 0.027  0.3387

Force components x, y, z for each atom (eV/Å):
-0.137 0.278 0.028
2.053 4.173 0.093
-2.745 -4.258 -0.095
-0.141 0.069 -0.079
-0.110 -0.154 -0.048
-0.120 0.062 0.111
0.693 0.253 -0.015
0.447 0.680 0.041
-0.039 -0.473 -0.044
-0.131 -0.433 -0.020
-0.111 -0.295 0.005
0.100 0.020 -0.010
-0.012 0.007 0.107
0.008 -0.101 0.028
0.114 -0.010 -0.002
-0.007 0.113 -0.056
-0.012 0.075 0.080
0.115 -0.003 0.014
-0.019 -0.106 -0.039
-0.005 0.020 -0.096
0.058 0.081 -0.001


Here is a gas-phase ion, C4H11N2O (charge -1) at a distorted geometry from the Open Molecules 2025 dataset. Energies are from ωB97M-V/def2-TZVPD.

Summary:
* SMILES: C[C@H](CN)NC[O-]
* orbital gap: 6.671 eV
* net charge: -1
* spin multiplicity: 1
* largest force on an atom: 0.029 hartree/bohr
* E_HOMO: -2.68 eV

Each line ends with the Mulliken charge.
Cartesian coordinates (Å):
C1 -0.847 1.169 -0.391  -0.8517
N1 -2.187 0.771 0.030  -0.8238
C2 0.263 0.081 -0.467  0.6800
C3 1.501 0.701 -1.154  -1.7391
N2 0.751 -0.522 0.734  -0.3163
C4 -0.027 -1.568 1.480  -0.5393
O1 -1.202 -1.222 1.954  -0.8676
H1 -0.500 2.003 0.209  0.3582
H2 -0.886 1.567 -1.431  0.2903
H3 -2.418 -0.046 -0.545  0.3182
H4 -2.040 0.224 0.924  0.4012
H5 -0.164 -0.667 -1.176  0.0943
H6 2.079 -0.075 -1.604  0.3966
H7 2.030 1.261 -0.390  0.4400
H8 1.244 1.450 -1.898  0.4493
H9 1.714 -0.813 0.690  0.2447
H10 -0.030 -2.458 0.781  0.2281
H11 0.720 -1.854 2.255  0.2368

Force components x, y, z for each atom (eV/Å):
0.375 -0.156 -0.514
0.402 -1.262 0.669
0.116 0.091 -0.985
-1.131 0.617 0.434
-0.610 0.731 1.069
0.293 -0.202 -0.294
-0.337 0.298 -0.226
0.095 0.151 0.427
-0.216 -0.178 0.419
-0.158 0.378 -0.205
0.040 0.591 -0.334
0.046 -0.127 0.105
0.747 -0.407 -0.212
0.484 -0.168 0.184
-0.191 -0.108 -0.381
0.168 0.012 -0.322
-0.321 -0.135 -0.105
0.198 -0.124 0.269


Here is a molecular structure, C24H26IN5NiO2 from the Open Molecules 2025 dataset. Energies are from ωB97M-V/def2-TZVPD.

Summary:
* orbital gap (alpha / beta): 6.116 / 6.914 eV
* spin multiplicity: 3
* largest force on an atom: 0.013 hartree/bohr
* <S²>: 2.0117
* E_HOMO (alpha / beta): -6.51 / -7.31 eV

Each line ends with the Mulliken charge.
Cartesian coordinates (Å):
Ni1 0.503 -0.072 0.109  0.6012
C1 -1.247 0.082 4.014  -0.9633
C2 -1.097 0.077 2.640  -0.4185
N1 0.012 0.523 2.046  0.4561
C3 0.991 1.019 2.796  -0.4509
C4 0.928 1.079 4.179  0.3362
C5 -0.207 0.567 4.791  -0.3899
C6 2.063 1.593 4.976  -0.8808
C7 2.703 2.749 4.837  -0.6510
C8 2.356 3.880 3.947  0.9250
C9 3.294 4.868 3.688  -0.6483
C10 2.892 5.929 2.899  -0.1687
N2 1.659 6.027 2.409  -0.5516
C11 0.841 5.024 2.714  -0.3077
N3 1.118 3.956 3.451  -0.2988
H1 -2.153 -0.301 4.462  0.4126
H2 -1.866 -0.306 1.981  0.4862
H3 1.868 1.369 2.265  0.6398
H4 -0.282 0.564 5.872  0.5019
H5 2.423 0.920 5.749  0.4278
H6 3.565 2.920 5.472  0.3394
H7 4.299 4.808 4.082  0.3994
H8 3.577 6.734 2.657  0.4072
H9 -0.165 5.083 2.315  0.5415
N4 -1.337 -3.626 -1.051  -0.4054
C12 -0.519 -2.786 -0.399  0.5986
O1 -0.889 -1.647 -0.120  -0.5170
C13 0.858 -3.309 -0.086  -0.5851
I1 1.488 -2.748 1.847  0.0832
H10 -2.221 -3.273 -1.381  0.2609
H11 -1.038 -4.540 -1.338  0.1865
H12 1.565 -2.839 -0.767  -0.1100
H13 0.902 -4.393 -0.142  0.4894
C14 -0.630 1.273 -0.944  -1.5897
C15 0.258 2.343 -1.386  0.6786
C16 0.735 3.317 -0.492  0.1750
C17 1.617 4.301 -0.884  -0.5499
C18 2.075 4.349 -2.203  0.3317
C19 1.616 3.394 -3.111  -0.6995
C20 0.727 2.418 -2.708  -0.4289
C21 3.006 5.369 -2.613  -0.1004
N5 3.749 6.183 -2.940  -0.5682
H14 -1.125 0.753 -1.764  0.4181
H15 -1.354 1.606 -0.197  0.4503
H16 0.385 3.294 0.536  0.1255
H17 1.958 5.048 -0.176  0.5097
H18 1.959 3.428 -4.137  0.4251
H19 0.378 1.686 -3.426  0.3744
C22 4.057 -1.611 -1.430  -1.4764
C23 3.175 -0.374 -1.530  0.4512
C24 3.985 0.892 -1.286  -1.0983
O2 2.135 -0.445 -0.607  -0.1781
H20 4.897 -1.559 -2.125  0.4332
H21 3.499 -2.523 -1.655  0.3791
H22 4.451 -1.702 -0.414  0.2936
H23 2.765 -0.328 -2.553  0.1313
H24 4.306 0.912 -0.241  0.2969
H25 3.380 1.779 -1.469  0.0296
H26 4.873 0.938 -1.922  0.4403

Force components x, y, z for each atom (eV/Å):
-0.173 0.507 -0.415
0.051 0.026 -0.064
-0.049 0.072 0.022
0.060 -0.284 -0.030
0.049 0.068 -0.146
0.035 0.040 0.210
-0.069 -0.013 0.033
-0.071 -0.163 -0.050
0.027 0.200 -0.075
-0.016 -0.256 0.182
0.061 0.037 -0.049
0.004 0.069 -0.010
0.002 -0.081 0.009
0.006 -0.028 -0.007
-0.020 0.147 -0.051
-0.008 -0.002 0.011
0.010 -0.030 0.004
0.036 -0.025 0.001
-0.006 0.010 0.003
-0.009 -0.006 -0.004
0.004 0.027 -0.014
0.010 0.008 0.017
-0.004 0.009 -0.021
-0.028 0.021 -0.010
0.000 -0.132 -0.043
0.009 0.125 0.014
-0.036 -0.046 0.139
-0.099 -0.110 -0.086
0.067 -0.144 0.267
-0.005 0.000 0.015
-0.020 0.022 0.023
0.014 0.060 0.008
0.047 0.026 -0.067
0.062 -0.039 0.242
-0.024 -0.060 -0.033
-0.057 0.097 0.066
0.030 0.034 0.080
0.162 0.157 -0.034
-0.010 -0.031 -0.061
0.079 -0.006 -0.029
-0.287 -0.298 0.093
0.102 0.099 -0.030
-0.032 0.040 -0.030
-0.063 0.058 -0.104
0.020 -0.017 -0.020
-0.027 -0.030 -0.019
0.007 -0.002 0.006
0.005 0.001 -0.013
0.061 -0.068 0.059
-0.187 0.265 0.018
0.100 0.038 0.031
0.226 -0.441 0.055
0.013 0.004 -0.015
-0.028 0.014 -0.027
0.010 0.017 0.006
0.004 0.014 -0.013
0.036 -0.033 0.002
-0.068 0.020 -0.007
-0.011 0.011 -0.036


Here is 5 unconnected molecules or ions with the total composition C2H15NO4 at a distorted geometry from the Open Molecules 2025 dataset. Energies are from ωB97M-V/def2-TZVPD.

Summary:
* SMILES: CNC.O.O.O.O
* orbital gap: 9.701 eV
* spin multiplicity: 1
* largest force on an atom: 0.043 hartree/bohr
* E_HOMO: -9.34 eV

Each line ends with the Mulliken charge.
Cartesian coordinates (Å):
C1 2.759 0.231 -2.231  -0.8251
N1 2.041 1.099 -1.294  -0.4956
C2 0.569 1.062 -1.318  -0.9120
H1 2.531 -0.808 -1.983  0.3119
H2 2.402 0.392 -3.244  0.3586
H3 3.810 0.463 -2.152  0.2358
H4 2.191 2.051 -1.614  0.2552
H5 0.325 1.253 -2.376  0.3627
H6 0.097 1.950 -0.897  0.3117
H7 0.052 0.154 -1.028  0.2733
H8 4.699 1.927 -0.233  0.2783
H9 3.307 1.352 -0.034  0.5389
O1 4.013 1.877 0.452  -0.6938
H10 -1.429 0.798 3.166  0.3114
H11 -1.598 0.138 1.888  0.2972
O2 -0.938 0.210 2.596  -0.6120
H12 -2.935 -3.962 -0.272  0.3129
H13 -2.811 -2.583 0.189  0.3204
O3 -3.359 -3.115 -0.417  -0.6320
H14 -4.558 -1.220 1.025  0.3217
H15 -4.718 -0.363 2.236  0.2980
O4 -4.170 -1.065 1.880  -0.6175

Force components x, y, z for each atom (eV/Å):
-1.438 -0.088 0.263
-0.359 0.618 0.648
-0.102 0.469 -2.135
0.390 0.031 0.061
0.121 0.006 -0.472
0.319 -0.232 -0.066
0.518 -0.005 0.294
-0.497 -0.567 -0.199
0.478 -0.241 0.890
0.423 -0.176 0.394
-0.037 0.135 0.516
0.293 0.691 0.825
-0.099 -0.639 -1.015
0.144 0.333 0.750
0.398 -0.410 -0.051
-0.594 0.026 -0.687
-0.214 -0.548 -0.274
-0.482 0.142 -0.312
0.704 0.467 0.654
-0.208 -0.367 -0.621
-0.045 0.157 0.281
0.287 0.199 0.256